Entry from the Open Molecules 2025 dataset: a 13-piece molecular cluster, C34H88N6O19 overall in a non-equilibrium geometry (the ωB97M-V functional and the def2-TZVPD basis).

E ... -3105.44705 a.u.
LUMO energy ... -0.45 eV

Last column: Löwdin charge in e.
Geometry (Å):
C -5.838 2.112 -0.232  0.04
N -5.819 2.931 0.996  -0.41
O -5.674 2.440 2.148  0.02
O -5.898 4.153 0.801  0.04
H -5.613 2.776 -1.067  0.10
H -6.827 1.656 -0.262  0.11
H -5.043 1.374 -0.128  0.10
C -5.098 -1.208 7.096  0.02
N -3.949 -2.075 6.936  -0.45
O -3.685 -2.379 5.796  0.07
O -3.510 -2.557 7.998  0.05
H -4.744 -0.304 6.600  0.11
H -5.294 -1.161 8.167  0.10
H -5.978 -1.663 6.643  0.11
C 1.648 7.678 3.446  0.05
N 2.419 6.377 3.234  -0.43
O 3.441 6.238 3.871  0.06
O 2.015 5.640 2.336  0.04
H 0.796 7.772 2.772  0.09
H 2.287 8.539 3.251  0.09
H 1.375 7.681 4.501  0.09
C 4.535 1.502 4.654  0.05
N 5.998 1.202 4.854  -0.43
O 6.815 2.026 4.469  0.05
O 6.264 0.209 5.524  0.05
H 4.493 2.560 4.913  0.09
H 3.952 0.950 5.391  0.10
H 4.205 1.486 3.615  0.10
C -1.637 3.626 4.684  0.06
N -1.043 2.791 5.827  -0.39
O -1.830 2.211 6.636  0.02
O 0.184 2.614 5.819  0.03
H -2.720 3.554 4.784  0.09
H -1.256 3.173 3.768  0.09
H -1.322 4.648 4.894  0.09
C 3.798 9.193 -1.670  0.01
N 2.661 9.151 -2.547  -0.40
O 1.907 8.143 -2.442  0.03
O 2.346 10.149 -3.238  0.05
H 4.091 10.201 -1.378  0.10
H 4.672 8.774 -2.170  0.11
H 3.541 8.717 -0.723  0.10
C 3.839 -10.265 0.376  -0.07
C 4.304 -8.812 0.308  -0.27
O 3.236 -7.895 0.065  -0.17
C 2.260 -7.714 1.051  -0.30
C 1.613 -6.347 0.866  -0.07
H 4.635 -10.926 0.035  0.07
H 3.822 -10.577 1.421  0.07
H 2.888 -10.432 -0.130  0.08
H 4.999 -8.531 1.100  0.11
H 4.985 -8.600 -0.517  0.11
H 1.533 -8.520 1.148  0.11
H 2.810 -7.638 1.989  0.11
H 1.224 -6.241 -0.147  0.07
H 2.313 -5.531 1.051  0.07
H 0.730 -6.242 1.495  0.07
C -0.634 -2.093 -3.705  -0.07
C -1.481 -0.940 -4.306  -0.25
O -0.809 0.257 -4.727  -0.15
C 0.390 0.070 -5.370  -0.34
C 0.541 1.350 -6.085  -0.09
H 0.055 -1.593 -3.024  0.07
H -1.233 -2.790 -3.120  0.08
H 0.012 -2.441 -4.512  0.06
H -2.168 -1.331 -5.056  0.11
H -2.134 -0.742 -3.457  0.10
H 1.161 -0.085 -4.616  0.12
H 0.428 -0.770 -6.063  0.12
H 0.582 2.185 -5.386  0.08
H -0.324 1.584 -6.706  0.09
H 1.480 1.430 -6.632  0.08
C 5.572 2.650 -2.820  -0.09
C 5.019 3.950 -2.268  -0.23
O 6.101 4.781 -1.747  -0.17
C 6.447 4.549 -0.402  -0.32
C 7.416 5.627 0.022  -0.08
H 5.585 1.855 -2.075  0.07
H 4.801 2.158 -3.414  0.06
H 6.435 2.670 -3.485  0.08
H 4.595 4.608 -3.027  0.11
H 4.271 3.719 -1.509  0.11
H 5.627 4.595 0.315  0.11
H 6.906 3.571 -0.260  0.12
H 7.765 5.309 1.004  0.08
H 7.021 6.643 -0.006  0.07
H 8.316 5.525 -0.584  0.08
C -2.920 -8.689 -3.702  -0.09
C -4.220 -7.934 -3.741  -0.31
O -3.952 -6.572 -3.454  -0.17
C -5.098 -5.748 -3.284  -0.25
C -5.844 -5.648 -4.625  -0.08
H -3.159 -9.749 -3.794  0.07
H -2.259 -8.516 -4.552  0.08
H -2.546 -8.538 -2.690  0.08
H -4.662 -8.176 -4.707  0.11
H -4.827 -8.403 -2.967  0.12
H -5.637 -6.154 -2.428  0.11
H -4.647 -4.799 -2.994  0.11
H -6.533 -4.804 -4.583  0.07
H -6.483 -6.506 -4.831  0.06
H -5.230 -5.608 -5.525  0.08
C -5.632 4.539 -5.278  -0.06
C -4.181 4.967 -5.755  -0.24
O -4.042 6.263 -5.181  -0.20
C -2.719 6.848 -5.236  -0.25
C -2.921 8.206 -4.508  -0.07
H -5.764 5.106 -4.356  0.07
H -6.431 4.797 -5.972  0.06
H -5.692 3.474 -5.052  0.06
H -3.402 4.292 -5.400  0.11
H -4.146 5.094 -6.837  0.11
H -2.057 6.217 -4.643  0.10
H -2.123 6.925 -6.146  0.11
H -1.962 8.714 -4.411  0.07
H -3.287 8.053 -3.493  0.07
H -3.711 8.735 -5.041  0.07
C -2.169 -0.928 1.137  -0.06
C -0.917 -0.031 0.980  -0.28
O -1.316 1.108 0.254  -0.18
C -0.208 1.866 -0.242  -0.27
C -0.842 3.100 -0.891  -0.06
H -1.869 -1.895 1.540  0.07
H -2.879 -0.375 1.752  0.07
H -2.560 -1.159 0.146  0.07
H -0.492 0.317 1.922  0.11
H -0.164 -0.568 0.403  0.11
H 0.462 2.106 0.584  0.11
H 0.434 1.412 -0.996  0.11
H -0.044 3.842 -0.891  0.07
H -1.788 3.417 -0.452  0.07
H -1.009 2.891 -1.948  0.07
C -0.126 -7.619 5.788  -0.10
C -0.021 -6.165 5.869  -0.31
O 1.361 -5.922 5.696  -0.18
C 1.605 -4.576 5.403  -0.25
C 3.172 -4.564 5.293  -0.06
H 0.157 -7.987 4.802  0.08
H 0.591 -8.021 6.504  0.08
H -1.058 -8.128 6.034  0.08
H -0.768 -5.714 5.215  0.12
H -0.205 -5.836 6.892  0.12
H 0.996 -4.201 4.580  0.12
H 1.387 -4.104 6.361  0.11
H 3.440 -3.568 4.939  0.06
H 3.663 -5.249 4.602  0.06
H 3.651 -4.760 6.252  0.07

***

Entry from the Open Molecules 2025 dataset: a 5-piece molecular cluster, C34H91N14O5P4 overall in a non-equilibrium geometry (the ωB97M-V functional and the def2-TZVPD basis).

E ... -3857.56171 a.u.
LUMO energy ... -2.59 eV
Total charge ... +1

Last column: Löwdin charge in e.
Geometry (Å):
C 3.937 8.869 -1.899  -0.13
O 2.894 8.287 -2.699  -0.22
C 2.369 7.100 -2.068  -0.22
C 2.424 5.821 -3.023  -0.15
C 2.824 4.532 -2.195  -0.19
C 3.684 3.453 -2.976  -0.18
C 5.026 3.203 -2.167  -0.17
C 6.337 3.074 -3.027  -0.11
N 6.531 4.102 -4.082  -0.07
C 7.412 3.734 -5.131  0.03
C 7.395 4.915 -5.955  -0.02
N 6.569 5.899 -5.397  0.11
C 6.057 5.357 -4.219  0.00
H 4.484 9.614 -2.549  0.09
H 3.537 9.452 -1.027  0.10
H 4.711 8.120 -1.569  0.08
H 2.949 6.950 -1.113  0.11
H 1.293 7.257 -1.752  0.13
H 1.372 5.697 -3.417  0.11
H 3.102 6.063 -3.885  0.09
H 3.279 4.869 -1.228  0.10
H 1.849 4.029 -1.921  0.11
H 3.877 3.746 -4.044  0.10
H 3.106 2.490 -2.993  0.11
H 5.197 3.936 -1.327  0.11
H 4.901 2.199 -1.656  0.11
H 6.309 2.064 -3.519  0.12
H 7.223 3.106 -2.327  0.15
H 7.948 2.769 -5.220  0.15
H 7.976 5.015 -6.904  0.14
H 6.329 6.831 -5.729  0.18
H 5.370 5.819 -3.478  0.16
O -1.153 4.287 -1.453  -0.33
P -2.445 4.962 -1.937  0.75
N -2.839 5.550 -0.371  -0.32
C -4.072 5.412 0.375  -0.12
C -1.957 6.577 0.178  -0.14
N -3.219 3.436 -2.250  -0.34
C -4.164 2.807 -1.343  -0.13
C -2.327 2.380 -2.738  -0.15
N -3.848 5.796 -2.576  -0.30
C -3.868 7.258 -2.523  -0.12
C -4.952 5.234 -3.333  -0.12
H -4.963 5.655 -0.215  0.07
H -4.107 6.071 1.246  0.08
H -4.175 4.404 0.777  0.07
H -2.169 7.562 -0.259  0.06
H -0.908 6.344 -0.027  0.06
H -2.044 6.662 1.263  0.08
H -3.680 2.502 -0.408  0.08
H -4.597 1.911 -1.798  0.08
H -5.019 3.446 -1.124  0.06
H -1.764 1.914 -1.922  0.08
H -1.619 2.770 -3.470  0.06
H -2.900 1.593 -3.240  0.08
H -4.189 7.614 -1.541  0.08
H -4.546 7.702 -3.253  0.08
H -2.875 7.663 -2.730  0.08
H -5.799 5.020 -2.674  0.09
H -4.688 4.324 -3.869  0.08
H -5.309 5.917 -4.110  0.08
O 5.070 -0.455 -1.055  -0.34
P 4.091 -1.572 -1.441  0.76
N 4.477 -2.556 -0.091  -0.32
C 4.862 -3.952 -0.058  -0.12
C 4.086 -2.042 1.221  -0.13
N 5.025 -2.004 -2.849  -0.34
C 5.933 -3.134 -2.905  -0.14
C 5.673 -0.865 -3.490  -0.18
N 2.856 -2.711 -1.929  -0.29
C 1.706 -2.889 -1.042  -0.11
C 2.713 -3.390 -3.205  -0.11
H 4.207 -4.594 -0.657  0.07
H 4.836 -4.365 0.953  0.08
H 5.892 -4.082 -0.391  0.07
H 3.015 -2.189 1.405  0.06
H 4.291 -0.971 1.300  0.07
H 4.639 -2.518 2.033  0.08
H 6.791 -3.000 -2.233  0.09
H 6.324 -3.267 -3.918  0.08
H 5.432 -4.074 -2.676  0.06
H 6.591 -0.576 -2.963  0.08
H 4.998 -0.007 -3.508  0.05
H 5.938 -1.086 -4.529  0.08
H 1.929 -3.582 -0.226  0.07
H 0.824 -3.281 -1.550  0.08
H 1.416 -1.930 -0.608  0.08
H 3.139 -4.396 -3.154  0.09
H 3.176 -2.856 -4.032  0.08
H 1.664 -3.496 -3.499  0.08
O -3.350 -0.068 0.676  -0.34
P -3.549 -1.372 1.455  0.75
N -5.222 -1.490 1.082  -0.32
C -6.347 -1.679 1.973  -0.13
C -5.559 -1.739 -0.318  -0.14
N -3.302 -0.589 2.991  -0.35
C -4.386 -0.204 3.873  -0.15
C -2.336 0.513 2.977  -0.16
N -3.620 -2.917 2.281  -0.26
C -3.920 -4.113 1.491  -0.11
C -3.240 -3.217 3.651  -0.13
H -6.194 -2.490 2.694  0.07
H -7.264 -1.931 1.436  0.08
H -6.578 -0.760 2.513  0.06
H -5.412 -2.793 -0.583  0.06
H -4.931 -1.140 -0.985  0.06
H -6.591 -1.470 -0.550  0.08
H -5.005 0.590 3.435  0.09
H -3.996 0.169 4.825  0.08
H -5.016 -1.051 4.144  0.06
H -2.779 1.437 2.589  0.07
H -1.466 0.265 2.369  0.07
H -1.969 0.717 3.988  0.08
H -4.996 -4.224 1.335  0.09
H -3.575 -5.034 1.962  -0.04
H -3.433 -4.059 0.515  0.08
H -4.118 -3.210 4.303  0.09
H -2.500 -2.527 4.053  0.08
H -2.774 -4.204 3.741  0.02
O -3.015 -6.144 2.477  -0.35
P -2.196 -6.823 3.578  0.81
N -2.910 -5.907 4.845  -0.34
C -2.269 -5.140 5.893  -0.12
C -4.325 -6.158 5.109  -0.12
N -0.709 -6.098 3.031  -0.33
C -0.111 -4.937 3.659  -0.13
C -0.607 -5.915 1.582  -0.13
N -1.284 -7.743 4.756  -0.30
C -2.022 -8.587 5.696  -0.12
C 0.155 -7.931 4.825  -0.12
H -1.469 -5.691 6.401  0.08
H -2.969 -4.845 6.678  0.09
H -1.867 -4.204 5.504  0.06
H -4.468 -7.084 5.681  0.07
H -4.888 -6.257 4.176  0.08
H -4.795 -5.342 5.662  0.08
H -0.733 -4.040 3.533  0.07
H 0.870 -4.722 3.221  0.08
H 0.087 -5.099 4.717  0.06
H -1.155 -5.026 1.248  0.07
H -0.995 -6.782 1.047  0.08
H 0.438 -5.798 1.276  0.07
H -2.396 -8.004 6.542  0.08
H -1.415 -9.391 6.114  0.08
H -2.872 -9.061 5.200  0.08
H 0.601 -7.225 5.531  0.09
H 0.650 -7.821 3.861  0.08
H 0.424 -8.938 5.158  0.08